Here is a cluster of 2 separate species, C4H11NO3 in total at a distorted geometry from the Open Molecules 2025 dataset. Energies are from wB97M-V/def2-TZVPD.

```
19
Properties=species:S:1:pos:R:3:forces:R:3
O 3.83715 -0.97218 -2.07997 0.166 0.173 0.154
C 2.68393 -0.71986 -1.82305 0.408 -0.570 0.000
N 2.03000 -1.02265 -0.67502 -0.622 0.227 -0.247
C 0.58876 -1.00905 -0.64475 -0.729 -0.876 0.417
C 0.11814 -0.83244 0.77790 0.483 0.177 0.686
C -1.39113 -0.64836 0.92398 1.524 -0.006 0.025
O -1.98137 -1.93508 0.98625 -0.304 0.131 -0.414
H 2.02327 -0.22849 -2.55278 -0.107 0.122 -0.017
H 2.44527 -1.51060 0.10242 0.598 -0.066 -0.353
H 0.18161 -0.24039 -1.29555 0.158 0.278 -0.044
H 0.14652 -1.96079 -0.96641 0.233 0.005 -0.402
H 0.72853 -0.03160 1.20939 -0.540 0.416 0.044
H 0.40947 -1.69185 1.39456 -0.121 -0.169 -0.229
H -1.54541 -0.11136 1.85170 -0.478 0.285 0.128
H -1.68458 -0.05773 0.05353 -0.623 0.006 0.142
H -2.84621 -1.88397 0.56953 -0.049 -0.135 0.113
H -2.41959 4.55940 0.27432 -0.117 0.023 0.008
H -1.18199 5.14273 0.91618 0.013 0.087 0.088
O -2.14237 5.15427 0.97777 0.106 -0.109 -0.097
```
Forces are in eV/Å.

Properties
HOMO energy = -9.72 eV
LUMO level = 0.333 eV
structure (SMILES) = O=CNCCCO.O

=====

Here is a cluster of 2 separate species, C4H5FN2O2 in total at a distorted geometry from the Open Molecules 2025 dataset. Energies are from wB97M-V/def2-TZVPD.

```
14
Properties=species:S:1:pos:R:3:forces:R:3
C -0.25908 -1.46014 0.07881 1.606 -0.107 -0.084
C 0.89206 -0.01543 -1.56132 -0.758 -0.285 -0.787
C 0.27021 -1.25060 -1.15108 0.736 -1.910 -0.704
C 0.31122 0.67919 0.65369 0.370 -0.629 -0.050
N -0.15021 -0.44293 1.00595 -1.121 -3.007 1.118
N 0.82670 0.91617 -0.56287 -0.242 1.159 1.374
O 1.33387 0.24070 -2.66383 0.256 0.009 0.212
O 0.32732 1.67643 1.50986 -1.165 0.265 2.344
F -2.04891 0.93506 1.14953 -2.060 -0.740 0.477
H -0.57829 -2.49958 0.41415 0.178 1.730 -0.353
H 0.53157 -2.06227 -1.84294 -0.861 0.216 0.224
H -2.16356 0.00463 1.34752 0.445 1.511 -0.327
H 1.00332 1.87814 -0.68631 0.729 1.077 -0.912
H -0.29622 1.40064 2.30884 1.887 0.712 -2.531
```
Forces are in eV/Å.

Properties
HOMO energy = -9.10 eV
LUMO level = 0.406 eV
structure (SMILES) = O=c1ccnc(O)[nH]1.F

=====

Here is a structure of composition C38H30N9O5S3Sn from the Open Molecules 2025 dataset. Energies are from wB97M-V/def2-TZVPD.

```
86
Properties=species:S:1:pos:R:3:forces:R:3
Sn -0.18771 -0.13735 -0.36758 -0.240 -0.226 0.041
C -2.59172 1.34999 -3.56543 -0.003 0.002 0.007
C -2.81183 1.09464 -2.10066 -0.021 -0.058 0.022
N -3.01797 -0.12600 -1.75568 0.007 0.000 0.028
N -3.54650 -0.33393 -0.50506 -0.085 0.074 -0.056
C -3.04556 -1.23955 0.22710 0.033 -0.029 0.030
S -1.52722 -2.11591 -0.13861 0.049 -0.057 -0.022
S -3.93958 -1.71899 1.65979 0.033 0.032 -0.021
C -2.60548 -2.01992 2.87767 0.000 0.001 0.001
C -3.02130 -1.49648 4.22423 -0.009 0.004 0.005
C -3.05728 -0.12316 4.45435 0.012 -0.015 0.005
C -3.42954 0.36835 5.69315 -0.006 0.001 0.004
C -3.77571 -0.50778 6.71558 0.000 0.001 0.002
C -3.74611 -1.87433 6.49169 0.000 -0.004 -0.001
C -3.36999 -2.36644 5.24805 -0.011 0.005 -0.001
C -2.80452 2.25674 -1.18933 0.020 0.016 -0.036
C -3.43654 3.44456 -1.57592 -0.019 0.009 -0.004
C -3.42304 4.56753 -0.77451 0.009 -0.010 0.004
C -2.73485 4.52953 0.43494 -0.002 -0.005 -0.006
C -2.06992 3.38272 0.81923 -0.013 0.018 0.031
C -2.09610 2.23573 0.02023 -0.007 -0.046 0.037
O -1.42337 1.16573 0.48197 0.024 0.045 0.005
H -2.41074 0.41237 -4.08782 0.001 0.004 -0.015
H -1.78305 2.06082 -3.74354 -0.003 0.001 0.006
H -3.49614 1.79191 -3.99009 -0.007 -0.009 -0.006
H -1.71511 -1.49975 2.52943 -0.027 0.007 0.000
H -2.39842 -3.08807 2.92127 0.010 0.003 0.001
H -2.79571 0.55620 3.65047 0.001 0.006 -0.003
H -3.45381 1.43650 5.86510 0.002 0.003 0.001
H -4.06973 -0.12288 7.68301 0.000 0.002 0.002
H -4.01770 -2.56061 7.28289 0.000 -0.001 0.002
H -3.34931 -3.43591 5.07325 0.002 -0.005 -0.001
H -3.97836 3.46947 -2.51271 0.000 -0.001 -0.009
H -3.94770 5.46172 -1.08066 -0.001 0.001 -0.002
H -2.71873 5.39909 1.07910 -0.001 0.002 0.000
H -1.53542 3.33155 1.75987 0.002 0.001 0.002
O 1.46671 2.90531 -7.27597 -0.006 0.019 -0.019
N 1.57814 1.83780 -6.72175 0.021 0.011 0.004
O 1.93837 0.80110 -7.24172 0.001 -0.023 -0.007
C 1.29151 1.79631 -5.27362 -0.004 0.023 0.052
C 1.59338 2.90557 -4.57208 -0.013 -0.024 -0.013
C 1.41916 2.92703 -3.15191 0.016 -0.002 0.002
C 1.75357 4.02884 -2.34250 -0.018 -0.006 0.013
C 1.57151 3.95193 -0.98504 -0.004 -0.017 -0.014
C 1.04977 2.77651 -0.43659 0.005 0.034 0.013
N 0.73332 1.74016 -1.19213 0.001 0.005 -0.013
C 0.90673 1.79546 -2.52377 0.036 0.029 0.007
C 0.53264 0.63903 -3.29231 0.040 -0.014 -0.044
N -0.03193 -0.38221 -2.61969 0.114 0.092 -0.002
C -0.41757 -1.46187 -3.26938 -0.048 -0.011 0.006
C -0.24503 -1.58333 -4.64976 0.015 0.026 0.001
C 0.32849 -0.55782 -5.35598 -0.013 -0.015 0.015
C 0.73695 0.60771 -4.67382 0.002 0.003 -0.026
H 1.97963 3.77486 -5.08683 0.004 -0.002 0.001
H 2.15159 4.92627 -2.79885 0.004 0.003 0.000
H 1.81790 4.77732 -0.33393 0.000 0.003 0.003
H 0.88337 2.66872 0.62831 0.000 0.004 0.005
H -0.89886 -2.23266 -2.68177 0.010 0.004 0.005
H -0.57596 -2.48350 -5.14638 -0.003 -0.001 -0.004
H 0.46409 -0.63805 -6.42293 -0.001 -0.002 0.001
N 3.01766 -5.48535 4.59562 0.009 -0.018 -0.003
C 2.75153 -4.34870 3.89610 -0.012 0.010 -0.011
C 1.51548 -4.18700 3.24525 0.004 0.000 0.004
C 1.22841 -3.02254 2.57406 0.018 0.002 0.007
C 2.17593 -2.00065 2.53869 0.003 0.017 -0.015
C 3.40819 -2.14306 3.16763 0.015 0.000 0.013
C 3.69205 -3.30721 3.84326 -0.004 0.004 -0.001
S 1.81303 -0.53549 1.70200 -0.055 -0.166 -0.083
O 2.70178 0.51547 2.08079 -0.009 0.022 0.032
O 0.35508 -0.29454 1.83877 0.126 0.189 -0.019
N 1.78865 -0.77368 0.07151 -0.021 0.116 0.060
C 2.97824 -0.85317 -0.64402 0.042 -0.087 0.007
N 2.90945 -0.58952 -1.94607 -0.061 0.001 -0.030
C 4.05063 -0.70398 -2.62373 0.020 -0.003 0.000
C 5.24367 -1.05506 -2.02263 0.002 0.000 0.005
C 5.19116 -1.29280 -0.65791 -0.005 0.000 -0.021
N 4.06522 -1.20280 0.03758 0.011 0.008 0.017
H 2.41147 -6.28057 4.50979 0.002 0.003 0.004
H 3.94592 -5.65827 4.93583 -0.005 0.000 0.003
H 0.78164 -4.98177 3.28802 -0.003 -0.004 0.001
H 0.26965 -2.89657 2.08630 0.002 -0.002 -0.003
H 4.12733 -1.33743 3.12322 0.003 0.001 -0.002
H 4.64355 -3.42210 4.34641 0.002 0.002 0.003
H 3.99826 -0.50109 -3.68848 0.001 0.003 -0.004
H 6.16227 -1.14030 -2.58233 0.003 0.001 -0.004
H 6.07811 -1.57036 -0.10006 0.005 -0.004 -0.001
```
Forces are in eV/Å.

Properties
total charge = +1
HOMO energy = -10.28 eV
LUMO level = -3.979 eV

=====

Here is a cluster of 2 separate species, CH4OS2 in total at a distorted geometry from the Open Molecules 2025 dataset. Energies are from wB97M-V/def2-TZVPD.

```
8
Properties=species:S:1:pos:R:3:forces:R:3
C 0.25422 0.88869 0.53423 0.646 0.957 -3.270
O -2.29040 -1.69264 -0.13031 -0.390 0.961 0.605
S 1.15872 -0.15542 -0.79892 0.725 1.259 1.060
S -1.77900 -2.83971 -0.87500 0.433 -0.927 -0.605
H 0.06316 1.90903 0.14432 0.112 -0.589 -0.277
H 0.84317 1.09906 1.38649 0.188 -0.896 1.285
H -0.69798 0.39665 0.49902 -0.324 -0.366 1.108
H 2.44811 0.39433 -0.75984 -1.390 -0.399 0.094
```
Forces are in eV/Å.

Properties
HOMO energy (spin up / spin down) = -9.03 / -9.06 eV
LUMO level (spin up / spin down) = -1.487 / -1.481 eV
structure (SMILES) = O=S.CS

=====

Here is an isolated molecule of C3H5NO2 at a distorted geometry from the Open Molecules 2025 dataset. Energies are from wB97M-V/def2-TZVPD.

```
11
Properties=species:S:1:pos:R:3:forces:R:3
C -1.67441 0.45775 0.10886 0.461 0.823 0.448
C -0.46600 -0.10943 -0.04042 -0.491 0.651 -0.092
O -0.50574 -1.46997 -0.06339 -0.650 -0.081 0.118
C 0.85669 0.59507 -0.14233 -0.042 0.290 -0.231
O 0.90637 1.79899 -0.31653 0.092 -0.444 -0.007
N 1.94262 -0.19822 0.06746 -0.084 0.001 -0.127
H -1.47500 -1.45370 -0.27596 1.074 -1.649 0.243
H -2.36276 -0.07225 0.76839 -0.360 -0.212 -0.818
H -1.94119 1.43608 -0.23776 0.303 0.517 0.477
H 1.85744 -1.20096 0.11878 -0.057 0.139 -0.033
H 2.86199 0.21664 0.01290 -0.248 -0.037 0.021
```
Forces are in eV/Å.

Properties
HOMO energy = -9.21 eV
LUMO level = 0.423 eV
structure (SMILES) = C=C(O)C(N)=O

=====

Here is a cluster of 14 separate species, C3H34NO14 in total at a distorted geometry from the Open Molecules 2025 dataset. Energies are from wB97M-V/def2-TZVPD.

```
52
Properties=species:S:1:pos:R:3:forces:R:3
C 2.04966 -2.04676 1.85069 -0.567 0.167 0.787
N 2.04430 -0.97539 0.87355 -0.979 0.262 0.220
C 0.72502 -0.34011 0.66669 0.979 -0.264 -0.301
C 0.94499 0.91857 -0.07207 -0.672 3.064 -1.688
O -0.28510 1.71979 -0.06465 0.070 -0.488 0.320
H 1.02506 -2.26780 2.22583 0.431 -0.408 -0.674
H 2.53752 -1.76006 2.78830 0.376 0.200 -0.093
H 2.58216 -2.91472 1.48079 -0.241 -0.368 -0.021
H 2.45273 -1.24114 -0.00969 0.059 0.006 -0.001
H 0.29494 -0.06529 1.63671 0.132 -0.326 -0.116
H -0.02384 -0.85308 0.03290 0.200 -0.623 0.613
H 1.21669 0.87310 -1.15037 -0.096 -0.899 0.518
H 1.72127 1.59378 0.30017 -0.013 -0.436 0.575
H -0.87051 1.42025 -0.86398 0.737 -0.467 1.306
H -2.48736 0.73315 -1.80293 0.461 -0.487 -0.390
O -1.56603 0.42280 -1.82031 -0.414 1.059 0.556
H 0.12277 3.54266 -0.55367 0.322 0.309 0.159
H -0.60605 4.45314 -1.36421 0.111 0.430 -0.094
O 0.01291 4.51195 -0.62348 -0.225 -0.348 -0.182
H 3.28214 0.03530 -2.35539 -0.068 0.041 -0.089
H 3.76112 -1.29083 -1.95324 -0.004 -0.235 -0.206
O 4.04675 -0.37480 -1.94030 0.263 0.221 0.280
H -2.96759 -1.21869 0.02850 0.219 -0.123 0.259
H -2.88151 -2.77266 0.25358 0.153 0.202 0.288
O -3.45059 -2.05751 -0.04793 -0.624 -0.050 -0.423
H -1.35927 -2.40641 1.89279 -0.128 -0.010 0.060
H -2.87961 -2.37388 2.01121 0.036 0.123 0.118
O -2.10136 -2.86166 2.30985 0.169 -0.051 0.158
H -0.53741 3.09983 1.17422 0.515 0.362 0.538
H -1.75883 3.49971 1.81196 0.206 0.494 0.635
O -0.80622 3.53698 2.01931 -0.857 -1.024 -0.862
H -0.95491 -0.36208 -2.70136 -0.344 -1.405 -0.787
H -1.14798 -1.46414 -3.98241 0.198 0.178 0.516
O -0.51191 -1.17627 -3.31131 -0.853 0.597 0.050
H 0.92631 -1.69033 -2.88331 1.354 0.464 -0.846
H 1.86997 -1.50201 -4.07948 -0.002 0.021 0.321
O 1.91927 -1.59003 -3.11831 -0.704 -0.598 0.420
H 0.22688 2.73065 -3.09648 -0.277 -0.131 0.164
H -0.81327 1.71282 -2.35736 0.143 1.539 -0.908
O -0.53750 2.70712 -2.50549 -0.126 -1.138 -0.764
H 2.23416 2.28674 2.50081 -0.283 -0.865 -0.294
H 2.63674 0.68201 2.46673 -0.657 0.379 -0.696
O 2.86028 1.58524 2.71272 0.935 0.515 0.905
H -2.37461 -3.39567 -1.14733 0.262 0.204 -0.464
H -0.86272 -3.69563 -0.95307 -0.051 0.257 -0.162
O -1.73543 -4.09452 -0.96799 -0.055 -0.559 0.109
H -1.66038 0.77957 0.87597 -0.048 -0.307 0.020
H -1.80861 -0.08235 2.15199 -0.418 0.277 -0.406
O -2.26410 0.14837 1.31698 0.103 -0.042 0.155
H -1.02985 1.64507 2.81332 -0.066 0.422 0.164
H -0.20830 1.24601 4.00327 0.088 -0.089 0.180
O -1.00279 0.98922 3.52727 0.248 -0.050 0.072
```
Forces are in eV/Å.

Properties
total charge = -1
HOMO energy = -6.66 eV
LUMO level = 2.703 eV